A cluster of 8 separate species, C55H62Cl2F7NO6P2S2 in total at a distorted geometry. Source: the OMol25 dataset; level of theory: the ωB97M-V functional and the def2-TZVPD basis.

```
137
Properties=species:S:1:pos:R:3:forces:R:3
Cl -1.42000 -5.50938 -4.16696 0.168 0.387 0.014
Cl 2.22320 -6.77855 -2.51319 -0.042 0.118 0.229
S 0.97837 -1.33703 -3.39918 -0.702 1.357 -2.216
S 2.35236 0.47273 0.47442 -0.388 0.121 0.057
P 1.90649 -1.39860 0.61059 0.523 0.647 -0.153
P 3.38590 -4.00814 -3.47880 0.821 -0.275 -0.714
F 5.26684 -1.39384 -0.64293 -0.050 -0.038 -0.086
F -1.29898 -2.26012 3.15009 -0.074 -0.035 0.493
F -1.57092 2.28521 7.35613 0.017 0.063 0.130
F -0.97567 8.70802 8.83474 0.014 0.111 0.046
F -7.37910 -0.69483 -4.08226 -0.007 -0.016 0.008
F -3.51880 0.37323 -9.16202 -0.011 0.017 -0.010
F 7.14312 2.63797 -5.37681 -0.028 -0.025 0.032
O 4.46378 -4.66754 -2.48183 -0.571 0.394 0.561
O 3.44046 -4.64859 -4.77813 -0.510 -0.506 -0.752
O -0.34185 -0.83015 -3.58649 -1.238 -0.377 1.361
O 3.86141 -2.49939 -3.62049 0.003 0.073 1.052
O 1.84954 -0.65488 -4.28265 1.705 -0.338 0.161
O 1.54075 -1.17063 -1.91934 0.142 -1.210 -0.437
N 1.62416 -4.66102 -0.37807 -0.350 0.937 -0.031
C -5.31210 1.88331 -5.54284 -0.103 0.106 0.126
C -2.29054 9.00194 8.93638 -0.248 0.079 0.009
C -5.85472 0.63416 -5.28403 0.089 -0.260 -0.196
C -0.30041 -5.89556 -2.79142 -0.392 -0.400 0.215
C -4.24381 -1.61833 -8.14117 -0.143 -0.055 -0.168
C 0.86790 -3.08481 -3.72600 0.413 -0.441 0.952
C 7.84915 1.76170 -1.18222 0.037 0.083 0.001
C -3.33523 -0.23129 6.08250 -0.044 0.017 0.048
C -2.50948 0.45955 5.20721 -0.088 -0.170 -0.060
C 0.10259 3.46019 6.19407 0.050 -0.209 -0.131
C 6.70464 1.92989 -0.41496 0.115 -0.105 -0.095
C 8.12269 0.53203 -1.76145 -0.050 0.129 0.044
C 0.48287 -5.47719 3.73947 0.338 -1.020 -0.426
C -4.20405 -2.47906 -7.05334 0.093 0.075 0.074
C 1.13940 -5.44307 -3.07219 -0.390 -0.169 -0.222
C -1.32603 4.58990 7.77616 -0.177 -0.021 0.139
C 0.75549 4.65651 5.93609 -0.062 0.070 0.072
C -1.25624 -2.28458 0.35180 -0.090 -0.114 -0.084
C -6.75037 2.85720 -3.88066 0.078 -0.055 -0.096
C -4.15987 9.63479 10.26891 -0.022 -0.024 -0.121
C 1.96373 -5.49012 3.36543 0.074 0.441 -0.025
C -3.07377 8.96308 7.80114 0.109 -0.077 -0.220
C -0.96480 -5.62034 -1.46879 -0.031 -0.112 0.425
C 6.12048 -0.34195 -0.81830 0.196 0.352 -0.005
C 3.08093 3.12410 -5.10761 -0.051 0.035 0.013
C -2.69992 -0.14480 -7.01866 0.138 0.217 0.012
C 3.65207 1.90400 -4.76866 -0.067 0.151 0.005
C 1.78004 -3.51429 -1.27549 0.381 -0.112 0.126
C -3.48696 -0.46363 -8.10622 -0.002 -0.170 0.183
C -2.81065 9.33012 10.17108 0.144 0.000 0.202
C -4.96710 9.59788 9.14064 -0.073 0.013 -0.003
C -2.79335 -2.29686 4.97547 -0.008 -0.295 -0.046
C -3.42178 -2.17111 -5.94760 0.000 -0.061 0.014
C -1.81777 -0.22422 4.21927 0.175 0.109 -0.207
C -0.45648 -2.03870 -0.93306 -0.416 -0.145 0.795
C 1.64782 -4.02003 -2.76514 1.004 0.425 0.057
C 3.87982 4.17657 -5.53072 -0.063 -0.113 0.046
C 5.02521 1.73487 -4.86061 0.137 -0.067 0.024
C 5.82732 0.87256 -0.23041 -0.226 -0.160 0.213
C -4.42415 9.25975 7.90917 0.004 0.024 0.132
C -2.67190 -1.00245 -5.92890 -0.089 -0.103 -0.018
C 5.25421 4.01597 -5.61573 0.163 0.199 -0.085
C 0.37593 5.81468 6.59936 0.026 0.061 -0.013
C 1.19636 -4.62431 1.01214 0.587 -1.373 0.716
C 2.35597 -4.89338 1.99446 -0.263 0.640 0.308
C 1.07804 -2.16252 -0.93813 -0.637 0.124 0.342
C 7.25466 -0.53259 -1.57716 -0.041 -0.357 -0.138
C -0.93002 3.44893 7.10922 0.130 0.205 -0.028
C 5.80320 2.79570 -5.28214 -0.178 -0.033 0.022
C -6.84518 0.51871 -4.33141 0.094 0.247 -0.029
C -3.47494 -1.60695 5.96758 0.043 0.134 -0.032
C -7.30493 1.61174 -3.62461 -0.160 -0.018 0.169
C -0.66222 5.78083 7.52062 0.042 -0.106 -0.113
C -5.75682 2.99476 -4.84046 0.013 0.069 -0.001
C -1.97497 -1.59043 4.12186 -0.094 0.143 0.205
H -4.11538 -2.14616 6.65181 -0.014 -0.027 -0.009
H -0.67774 -1.01841 -1.21332 0.237 0.272 -0.099
H 4.21134 -4.64018 -1.54942 0.274 -0.098 -0.056
H -5.05281 9.22720 7.03008 0.013 0.004 -0.028
H -2.14269 4.54243 8.48442 0.007 -0.026 0.005
H -2.11548 0.76602 -7.02629 -0.004 0.005 -0.027
H 2.34701 -6.50189 3.42770 -0.086 -0.296 0.032
H 0.39214 -5.73497 4.78660 -0.174 0.293 0.314
H -4.54170 1.98740 -6.29406 0.020 -0.035 -0.008
H -1.16228 0.29402 3.53023 -0.015 -0.018 -0.017
H -4.85245 -1.83552 -9.00873 0.018 0.020 -0.017
H 2.82955 -3.20064 -1.19237 0.044 0.317 -0.059
H 7.45397 -1.50229 -2.01679 -0.015 0.012 0.003
H -5.51482 -0.24526 -5.81616 -0.009 -0.007 0.005
H -2.16571 9.34527 11.03942 0.026 0.007 -0.021
H -0.95385 6.68182 8.03849 0.010 -0.059 0.003
H -3.86929 0.30486 6.85480 0.011 0.009 0.016
H 1.56166 4.68288 5.21579 0.015 -0.026 -0.006
H 3.13561 -5.51077 1.55417 -0.051 -0.181 -0.288
H -6.01979 9.83247 9.22037 -0.008 0.004 0.005
H -1.74493 -3.25009 0.40640 0.145 -0.389 -0.090
H -0.71474 -2.16111 1.27563 0.170 0.106 -0.203
H 0.38846 2.54385 5.69404 -0.019 -0.012 0.017
H 1.22793 -3.25852 -4.73538 -0.030 0.277 -0.292
H -2.06870 -1.56887 0.38801 -0.144 0.217 0.003
H -8.08549 1.48452 -2.88633 0.007 -0.029 0.000
H 0.88896 6.74581 6.39973 0.006 0.009 0.004
H 5.49017 0.79163 -4.61435 0.066 -0.058 0.026
H -0.04099 -4.56848 3.48912 -0.073 0.435 0.190
H 3.02427 1.08830 -4.43693 0.126 0.055 -0.063
H -3.39746 -2.84284 -5.09926 -0.001 0.000 0.012
H 9.01092 0.40144 -2.36163 0.042 -0.032 -0.034
H 0.68808 -3.74732 1.36906 -0.269 0.561 -0.463
H 2.50024 -4.93835 4.13049 0.196 0.107 0.120
H 2.81810 -3.92768 2.18121 0.324 0.149 0.015
H -0.00835 -6.29262 3.21415 -0.289 -0.020 -0.155
H -2.06664 -0.75996 -5.06686 0.026 0.021 -0.041
H 6.49507 2.88643 0.04372 -0.039 0.003 -0.001
H 8.52928 2.59004 -1.32732 -0.001 0.003 -0.016
H -7.09544 3.72186 -3.33019 -0.028 0.000 0.012
H -5.32995 3.96837 -5.04035 0.004 0.007 -0.004
H 1.13814 -1.67708 1.75009 0.032 -0.391 -0.172
H -4.78593 -3.39071 -7.06905 -0.027 0.001 -0.019
H -0.25819 -6.96973 -2.85679 0.093 -0.316 -0.233
H 2.00887 3.25354 -5.04137 -0.012 -0.014 0.007
H 3.43255 5.12483 -5.79730 0.018 0.024 0.000
H -2.40375 1.52907 5.29335 0.013 0.028 -0.025
H -0.84525 -4.62745 -1.07248 0.055 0.400 -0.115
H 5.89682 4.82440 -5.93896 0.023 -0.031 -0.006
H -0.53760 -6.29835 -0.73850 0.214 -0.057 0.200
H 3.06833 -2.18831 0.74438 -0.311 -0.265 0.039
H -4.58100 9.90175 11.22835 0.011 -0.010 0.025
H 4.37414 -2.21497 -2.84469 -0.093 0.283 -0.226
H -2.02243 -5.84853 -1.50356 -0.219 -0.041 -0.241
H 4.93064 0.97202 0.36664 0.053 -0.004 -0.068
H 2.48319 -5.18500 -0.41289 -0.072 -0.311 -0.102
H 0.48917 -5.43974 1.15754 -0.322 -0.047 -0.154
H -2.89377 -3.36855 4.86341 0.025 0.005 -0.008
H -0.18645 -3.32144 -3.68770 -0.204 0.131 -0.045
H -2.62885 8.70409 6.84934 0.021 -0.011 0.015
H 1.23279 -5.53086 -4.14657 0.192 0.032 -0.272
H -0.90194 -2.63017 -1.72322 0.106 -0.188 -0.264
```
Positions in Å, forces in eV/Å.

Results
**Energy**: -5737.720875 Ha
**SMILES string**: CCCCN[C@H]1[C@]([C@@H](Cl)[C@@H](C)Cl)(P(=O)(O)O)CS(=O)(=O)O[C@]1(CC)[PH2]=S.Fc1ccccc1.Fc1ccccc1.Fc1ccccc1.Fc1ccccc1.Fc1ccccc1.Fc1ccccc1.Fc1ccccc1
**LUMO level**: 0.02 eV
**Kohn-Sham gap**: 0.3239 Ha
**Strongest force on any atom**: 2.7 eV Å⁻¹